Density functional theory data (the ωB97M-V functional and the def2-TZVPD basis) for C16H24CaN8 as an isolated structure in a non-equilibrium geometry.

Last column: Löwdin spin population.
Positions of all 49 atoms, in Å:
Ca1 0.30 0.13 0.17  -0.01
C1 -2.45 -3.64 -2.24  0.00
C2 -1.51 -2.72 -1.60  0.00
N1 -0.82 -1.98 -1.08  0.00
H1 -2.56 -3.21 -3.24  0.00
H2 -3.39 -3.81 -1.70  0.00
H3 -1.96 -4.61 -2.28  0.00
C3 -1.40 -3.35 3.38  0.00
C4 -0.86 -2.29 2.58  0.00
N2 -0.41 -1.46 1.93  0.00
H4 -2.46 -3.18 3.57  0.00
H5 -1.03 -3.43 4.40  0.00
H6 -1.26 -4.32 2.92  0.00
C5 1.78 -0.42 4.82  0.01
C6 1.84 0.03 3.47  0.03
N3 1.89 0.44 2.37  0.05
H7 1.79 0.52 5.36  0.01
H8 2.70 -0.95 5.08  0.00
H9 0.88 -0.87 5.22  0.00
C7 0.84 4.91 -1.38  0.03
C8 0.84 3.65 -0.68  0.13
N4 0.89 2.60 -0.12  0.25
H10 0.51 5.67 -0.68  0.02
H11 0.10 5.02 -2.17  0.01
H12 1.85 5.20 -1.69  0.00
C9 -2.09 1.80 -3.90  0.00
C10 -1.77 1.41 -2.50  0.00
N5 -1.55 1.08 -1.39  0.01
H13 -1.32 2.39 -4.39  0.00
H14 -3.06 2.30 -3.91  0.00
H15 -2.21 0.89 -4.49  0.00
C11 2.94 1.63 -4.13  0.03
C12 2.12 1.03 -3.09  0.11
N6 1.46 0.57 -2.25  0.20
H16 3.85 2.12 -3.79  0.00
H17 2.36 2.30 -4.76  0.01
H18 3.15 0.78 -4.79  0.02
C13 -2.91 2.68 3.30  0.00
C14 -2.02 2.00 2.35  0.01
N7 -1.27 1.43 1.66  0.02
H19 -3.46 3.52 2.89  0.00
H20 -2.41 2.98 4.22  0.00
H21 -3.66 1.95 3.60  0.00
C15 2.71 -3.93 -0.12  0.00
C16 2.40 -2.55 -0.19  0.02
N8 2.19 -1.42 -0.31  0.03
H22 1.79 -4.52 -0.04  0.00
H23 3.45 -4.14 0.66  0.00
H24 3.18 -4.25 -1.05  0.00

**Orbital gap (alpha / beta)**: 11.7 / 2.9 eV
**Total energy**: -1738.76884 Ha
**⟨S²⟩**: 0.754
**Charge**: +3
**Multiplicity**: 2

=====

Density functional theory data (the ωB97M-V functional and the def2-TZVPD basis) for one molecule with the formula C2H6N2O in a non-equilibrium geometry.

Last column: Löwdin charge in e.
Positions of all 11 atoms, in Å:
C1 0.83 -0.48 0.49  -0.17
C2 -0.61 -1.04 0.42  -0.18
H1 -0.83 1.41 0.16  0.12
H2 0.72 2.69 -0.51  0.18
H3 1.83 -1.04 0.50  0.13
H4 -0.60 -2.01 0.82  0.08
H5 -1.50 -0.56 0.76  0.09
H6 -0.61 -0.23 -1.54  0.16
N1 0.20 1.74 -0.09  -0.08
N2 1.11 0.74 0.06  -0.15
O1 -0.53 -1.23 -1.08  -0.18

**Orbital gap**: 9.0 eV
**Total energy**: -264.40995 Ha
**SMILES string**: N/N=C\CO

=====

Density functional theory data (the ωB97M-V functional and the def2-TZVPD basis) for a 2-piece molecular cluster, C5H13NSi overall in a non-equilibrium geometry.

Last column: Löwdin charge in e.
Positions of all 20 atoms, in Å:
C1 1.57 -1.03 -1.19  -0.23
C2 2.78 -0.88 -0.34  -0.17
C3 -1.44 1.68 -0.88  -0.23
C4 0.44 0.71 1.54  -0.25
C5 -2.33 -0.67 0.91  -0.24
N1 1.65 -1.74 0.05  -0.05
Si1 -1.06 0.72 0.70  0.62
H1 1.01 -0.05 -1.36  0.09
H2 1.55 -1.69 -2.03  0.08
H3 3.67 -1.34 -0.52  0.06
H4 2.85 0.11 0.05  0.07
H5 -2.58 1.71 -1.01  0.05
H6 -0.96 2.73 -0.77  0.06
H7 -1.10 1.22 -1.76  -0.02
H8 1.19 1.41 1.32  -0.06
H9 0.77 -0.09 2.32  0.03
H10 1.01 -1.39 0.85  0.06
H11 -3.16 -0.50 0.12  0.05
H12 -1.62 -1.53 0.82  0.02
H13 -2.86 -0.80 1.95  0.06

**Orbital gap**: 8.6 eV
**Total energy**: -542.41723 Ha
**SMILES string**: C=[Si](C)C.C1CN1

=====

Density functional theory data (the ωB97M-V functional and the def2-TZVPD basis) for a 2-piece molecular cluster, C4H12N2O2 overall in a non-equilibrium geometry.

Last column: Löwdin charge in e.
Positions of all 20 atoms, in Å:
C1 -1.28 2.26 -0.07  0.01
C2 -1.22 1.01 0.75  -0.55
N1 -1.25 -0.19 0.10  0.06
C3 -0.71 -0.50 -1.22  -0.17
C4 0.84 -0.71 -1.09  -0.25
N2 1.10 -2.04 -0.49  0.00
O1 -1.21 1.00 1.98  0.02
H1 -1.02 1.98 -1.09  0.06
H2 -2.30 2.65 -0.13  0.09
H3 -0.69 3.07 0.36  0.09
H4 -1.30 -0.98 0.70  0.12
H5 -1.03 -1.54 -1.37  0.11
H6 -0.93 0.19 -2.02  0.10
H7 1.38 -0.56 -2.02  0.11
H8 1.16 -0.04 -0.31  0.08
H9 1.75 -1.89 0.26  0.02
H10 1.76 -2.55 -1.08  0.06
H11 1.20 -0.06 2.79  0.05
H12 2.36 -0.55 1.98  0.05
O2 1.39 -0.55 1.98  -0.06

**Orbital gap**: 9.7 eV
**Total energy**: -419.59010 Ha
**SMILES string**: CC(=O)NCCN.O

=====

Density functional theory data (the ωB97M-V functional and the def2-TZVPD basis) for a 2-piece molecular cluster, C2H7FS overall.

Last column: Löwdin charge in e.
Positions of all 11 atoms, in Å:
C1 1.90 -0.43 0.34  -0.44
C2 -0.52 0.70 -0.29  -0.44
H1 2.40 0.38 -0.19  0.04
H2 1.74 -0.13 1.38  0.04
H3 2.55 -1.31 0.33  0.03
H4 -0.65 0.98 0.75  0.05
H5 0.01 1.50 -0.82  0.04
H6 -1.51 0.58 -0.74  0.00
H7 -2.80 -0.75 -0.47  0.05
F1 -3.46 -0.64 0.17  -0.08
S1 0.34 -0.88 -0.45  0.72

**Orbital gap**: 9.6 eV
**Total energy**: -578.43745 Ha
**SMILES string**: CSC.F

=====

Density functional theory data (the ωB97M-V functional and the def2-TZVPD basis) for one molecule with the formula C4H10N2O2 in a non-equilibrium geometry.

Last column: Löwdin charge in e.
Positions of all 18 atoms, in Å:
C1 1.58 0.29 0.30  -0.48
C2 -0.45 -0.48 1.49  -0.03
C3 -0.73 0.66 -1.07  -0.12
C4 0.24 -0.39 0.17  -0.39
N1 -1.23 1.89 -0.60  0.03
N2 0.39 -1.65 -0.57  0.07
O1 2.42 -0.21 -0.70  0.07
O2 1.82 1.11 1.13  0.11
H1 -1.44 -0.47 1.34  0.03
H2 -0.18 0.51 1.87  0.08
H3 -0.10 -1.30 2.15  0.11
H4 -1.64 0.12 -1.12  0.09
H5 -0.17 0.55 -1.93  0.08
H6 -1.75 1.84 0.27  0.09
H7 -0.52 2.56 -0.50  0.05
H8 -0.20 -1.65 -1.34  0.05
H9 0.07 -2.38 0.06  0.10
H10 1.90 -0.99 -0.94  0.04

**Orbital gap**: 9.7 eV
**Total energy**: -418.36498 Ha
**SMILES string**: C[C@@](N)(CN)C(=O)O

=====

Which of these has the lowest total energy?
C16H24CaN8

=====

Which formula does entry 4 have?
C4H12N2O2

=====

Please write out number 5 again, unchanged.
Density functional theory data (the ωB97M-V functional and the def2-TZVPD basis) for a 2-piece molecular cluster, C2H7FS overall.

Last column: Löwdin charge in e.
Positions of all 11 atoms, in Å:
C1 1.90 -0.43 0.34  -0.44
C2 -0.52 0.70 -0.29  -0.44
H1 2.40 0.38 -0.19  0.04
H2 1.74 -0.13 1.38  0.04
H3 2.55 -1.31 0.33  0.03
H4 -0.65 0.98 0.75  0.05
H5 0.01 1.50 -0.82  0.04
H6 -1.51 0.58 -0.74  0.00
H7 -2.80 -0.75 -0.47  0.05
F1 -3.46 -0.64 0.17  -0.08
S1 0.34 -0.88 -0.45  0.72

**Orbital gap**: 9.6 eV
**Total energy**: -578.43745 Ha
**SMILES string**: CSC.F